Computed, not measured: a single C5H4Cl2N2O3 molecule, with ωB97M-V/def2-TZVPD.

The geometry in XYZ format:
```
16
Properties=species:S:1:pos:R:3:forces:R:3:nbo_charge:R:1
C -1.1223 1.9347 -2.1133 -0.26 -0.21 1.78 -0.266
O -0.8571 0.9296 -1.1089 0.13 -1.31 -0.54 -0.495
C -0.2160 1.3335 -0.0113 -0.49 -0.18 -1.21 0.715
O 0.0613 2.4666 0.2058 0.44 1.10 0.90 -0.544
C 0.1513 0.1608 0.7671 1.51 -5.31 1.35 0.134
N 0.4236 0.0156 2.0222 -0.61 2.79 -1.71 -0.145
N 0.7590 -1.2043 2.4046 0.45 -1.11 -0.98 -0.432
C 0.8669 -2.1506 1.3806 -0.02 -0.87 0.76 0.602
O 1.2062 -3.2774 1.6224 0.10 0.14 -0.59 -0.512
C 0.4348 -1.5376 0.0540 -1.35 3.36 1.22 -0.209
Cl -1.1241 -2.2063 -0.4935 0.77 0.11 0.23 0.048
Cl 1.6994 -1.5705 -1.1447 -0.20 -0.01 0.14 0.070
H -1.1394 1.5120 -3.1042 0.42 -0.27 -0.07 0.204
H -0.3878 2.6809 -1.8663 0.06 0.76 -0.92 0.217
H -2.1097 2.2526 -1.8310 -0.46 0.74 -0.39 0.192
H 1.3540 -1.3394 3.2164 -0.49 0.27 0.02 0.421
```
Forces are in eV/Å.

Output
Orbital gap, eV: 9.358
SMILES: COC(=O)C1=NNC(=O)C1(Cl)Cl
Relative energy (zero: lowest compared OMol25 entry of this formula, charge and spin), kcal per mole: 0.00
Highest occupied orbital energy, eV: -9.9
LUMO energy, eV: -0.6



Computed, not measured: a gas-phase ion, C5H4ClFNO3S (charge -1), with ωB97M-V/def2-TZVPD.

The geometry in XYZ format:
```
16
Properties=species:S:1:pos:R:3:forces:R:3:nbo_charge:R:1
C -0.2866 -0.3055 -0.6635 0.11 0.33 1.39 -0.277
C -1.4289 -0.5984 -0.0806 -0.94 -1.47 1.27 -0.106
C 0.8069 0.2732 0.0898 1.53 0.29 1.26 -0.161
C -1.8616 -0.4123 1.3785 -0.20 1.72 -1.45 0.400
C 0.6819 1.2356 1.0361 -1.40 -1.04 -2.51 -0.496
N -1.4462 -1.4558 2.0020 -0.11 -0.91 1.72 -0.233
O -1.7335 0.9677 1.9443 1.07 0.61 -0.33 -0.717
O -0.7076 3.2229 1.8890 -0.47 -0.85 0.47 -0.957
O -1.4694 2.3694 -0.2221 0.10 -1.28 0.77 -0.915
F -1.8298 -1.4530 3.4580 0.23 0.53 -1.53 -0.340
S -0.9361 2.0447 1.0810 1.37 1.58 0.64 2.346
Cl -3.8642 0.0133 1.0374 -0.84 -0.72 -0.18 -0.432
H -0.2068 -0.8760 -1.5308 1.04 -0.26 -1.71 0.214
H -1.9709 -1.3942 -0.5772 -0.71 0.51 0.08 0.223
H 1.7747 -0.2967 0.0472 -0.85 0.75 -0.15 0.210
H 1.4414 1.5461 1.7215 0.06 0.22 0.27 0.240
```
Forces are in eV/Å.

Output
Orbital gap, eV: 8.381
Highest occupied orbital energy, eV: -5.1
LUMO energy, eV: 3.3
Charge: -1



Computed, not measured: 2 unconnected molecules or ions with the total composition C5H4ClNO3, with ωB97M-V/def2-TZVPD.

The geometry in XYZ format:
```
14
Properties=species:S:1:pos:R:3:forces:R:3:nbo_charge:R:1
C -1.5976 0.0013 -0.7708 -0.19 0.12 -0.26 -0.286
C -1.1304 0.1796 0.6177 -1.26 0.26 -1.32 -0.452
C -0.5116 -0.4751 -1.4823 -0.71 -0.76 0.03 0.049
C 0.0976 -0.3071 0.5723 1.13 0.03 0.63 0.429
C 2.0559 -1.6157 2.2779 1.03 -1.86 -0.18 -0.071
N 2.5540 -2.5049 1.2323 -1.44 -1.89 -0.17 0.445
O 3.4049 -2.0499 0.5160 0.87 0.81 -0.44 -0.356
O 2.0931 -3.6488 1.1169 0.26 1.30 0.30 -0.391
O 0.5704 -0.7195 -0.5840 -1.40 0.59 -0.85 -0.458
Cl 1.0041 -2.3808 3.3322 0.10 0.81 0.07 0.148
H -2.6909 0.2179 -1.0686 2.31 -0.39 0.10 0.248
H -1.6702 0.7005 1.3849 0.07 -0.25 0.27 0.244
H -0.3446 -0.8700 -2.5126 -0.24 0.59 1.23 0.224
H 2.8932 -0.9755 2.5122 -0.54 0.65 0.57 0.227
```
Forces are in eV/Å.

Output
Orbital gap (alpha / beta), eV: 9.958 / 6.550
Highest occupied orbital energy (alpha / beta), eV: -9.4 / -9.1
Expectation value of S²: 2.015
LUMO energy (alpha / beta), eV: 0.5 / -2.6
Multiplicity: 3



Computed, not measured: 2 unconnected molecules or ions with the total composition C5H4F2N2, with ωB97M-V/def2-TZVPD.

The geometry in XYZ format:
```
13
Properties=species:S:1:pos:R:3:forces:R:3:nbo_charge:R:1
N -0.8195 1.5865 -0.5215 -0.60 0.21 -1.30 -0.586
C -0.3011 1.7103 0.5645 1.47 -0.13 1.64 0.221
C 0.4324 1.8879 1.6323 -0.69 -0.07 -1.36 0.582
F 0.5114 3.1081 2.1218 0.50 0.48 0.87 -0.298
F 1.1184 0.9592 2.2544 0.12 0.11 0.46 -0.281
H -1.8086 1.4341 -0.3980 -0.77 -0.30 -0.28 0.364
C 0.4753 -1.1981 -1.6796 1.07 -2.33 -1.50 -0.276
C 0.1073 -2.0519 -0.7198 0.46 0.11 -0.49 -0.337
C -0.4783 -1.5061 0.4772 0.84 -1.78 -2.63 0.264
N -0.8212 -0.9996 1.4238 -1.18 1.11 2.52 -0.327
H 1.1434 -1.5786 -2.5139 -1.14 0.40 0.99 0.204
H 0.1055 -0.2249 -1.8041 -0.05 1.39 0.43 0.223
H 0.3351 -3.1269 -0.8373 -0.04 0.79 0.65 0.248
```
Forces are in eV/Å.

Output
Orbital gap, eV: 9.217
SMILES: N=C=C(F)F.C=CC#N
Relative energy (zero: lowest compared OMol25 entry of this formula, charge and spin), kcal per mole: 68.84
Highest occupied orbital energy, eV: -8.8
LUMO energy, eV: 0.4



Computed, not measured: a single C5H4F2O molecule, with ωB97M-V/def2-TZVPD.

The geometry in XYZ format:
```
12
Properties=species:S:1:pos:R:3:forces:R:3:nbo_charge:R:1
C 1.6161 0.3454 -0.4709 1.20 -2.21 -1.90 -0.625
C 0.2598 -0.1310 -0.1455 1.87 0.15 0.02 -0.154
C -0.4627 -1.1886 -0.4734 2.25 -4.45 -3.28 0.085
O -1.6687 -1.1608 0.0333 -2.46 0.17 1.34 -0.393
C -1.7409 -0.0365 0.7323 1.66 1.97 0.34 0.563
F -2.8355 0.2444 1.3603 -1.15 -0.08 0.34 -0.275
C -0.5595 0.6768 0.6542 -2.16 -0.54 0.09 0.215
F -0.2608 1.9291 1.0534 -0.31 -0.74 0.17 -0.299
H 2.3215 -0.2500 -1.1904 -1.96 0.96 0.91 0.224
H 1.3495 1.2899 -0.8260 0.76 1.86 -1.05 0.226
H 2.2224 0.4490 0.3779 0.62 0.34 1.50 0.223
H -0.2411 -2.1678 -1.1051 -0.32 2.56 1.51 0.209
```
Forces are in eV/Å.

Output
Orbital gap, eV: 9.584
SMILES: Cc1coc(F)c1F
Relative energy (zero: lowest compared OMol25 entry of this formula, charge and spin), kcal per mole: 24.19
Highest occupied orbital energy, eV: -8.7
LUMO energy, eV: 0.9



Computed, not measured: a single C5H4F3IN2 molecule, with ωB97M-V/def2-TZVPD.

The geometry in XYZ format:
```
15
Properties=species:S:1:pos:R:3:forces:R:3:nbo_charge:R:1
F 0.8235 -1.6658 2.9851 0.62 1.00 1.99 -0.284
C 0.6123 -1.7948 1.7344 0.37 -1.57 -4.07 0.962
F -0.6928 -1.9758 1.5329 -0.61 0.17 0.17 -0.325
F 1.1504 -3.0142 1.3692 0.27 0.18 0.24 -0.349
C 1.2795 -0.7803 0.7587 -0.22 0.59 -2.19 -0.188
C 1.0624 -0.6423 -0.6778 -2.51 0.14 3.13 -0.067
N -0.2493 -0.6490 -1.1409 0.81 -0.08 0.29 -0.358
C -1.2247 -0.2089 -0.3938 1.21 -0.52 -0.09 0.006
C -1.0530 0.6186 0.7647 -0.38 0.60 -0.06 0.006
N -0.1073 0.5939 1.6242 1.25 -0.11 0.38 -0.522
I 0.3903 2.4316 2.5580 -0.30 -0.43 -0.20 0.248
H 2.2486 -0.4648 1.1089 0.30 -0.20 0.20 0.236
H 1.7028 -0.2193 -1.4511 0.63 -0.44 0.73 0.229
H -2.1987 -0.2578 -0.8191 -0.74 0.04 -0.21 0.203
H -1.7306 1.4381 0.8425 -0.70 0.62 -0.31 0.203
```
Forces are in eV/Å.

Output
Orbital gap, eV: 7.618
SMILES: FC(F)(F)\C=C/N=C\C=N\I
Relative energy (zero: lowest compared OMol25 entry of this formula, charge and spin), kcal per mole: 19.18
Highest occupied orbital energy, eV: -8.5
LUMO energy, eV: -0.9



Computed, not measured: 2 unconnected molecules or ions with the total composition C5H4F4O2, with ωB97M-V/def2-TZVPD.

The geometry in XYZ format:
```
15
Properties=species:S:1:pos:R:3:forces:R:3:nbo_charge:R:1
C 1.9356 -0.3885 0.0055 2.30 0.60 -0.60 0.383
C 2.3893 -3.1455 0.5824 0.96 0.60 0.39 0.434
C 0.6333 -0.4656 0.0314 0.32 0.87 1.98 0.097
C -0.2544 0.7257 -0.2308 0.85 1.79 -0.04 -0.662
C 2.1369 -3.6879 -0.8374 0.25 0.47 -2.09 0.872
O 0.0946 -1.5551 0.6482 -2.12 -0.50 -0.45 -0.693
O 3.0702 -3.6768 1.3785 -0.62 0.39 -0.48 -0.408
F 2.7912 0.6041 -0.3444 -1.27 -1.20 0.29 -0.320
F 2.6141 -2.8687 -1.8332 0.11 -0.53 1.51 -0.314
F 2.7325 -4.8649 -0.9604 0.09 -0.30 -0.11 -0.299
F 0.8526 -3.8119 -1.1030 -0.48 -0.27 0.51 -0.291
H -0.6344 0.6597 -1.2433 0.28 0.55 -0.43 0.231
H 0.2308 1.7752 0.0511 -0.53 -2.39 -1.16 0.236
H -1.1463 0.7690 0.3468 -0.63 -0.68 0.93 0.237
H 0.5978 -1.9688 1.3566 0.50 0.60 -0.25 0.495
```
Forces are in eV/Å.

Output
Orbital gap (alpha / beta), eV: 8.365 / 8.163
Relative energy (zero: lowest compared OMol25 entry of this formula, charge and spin), kcal per mole: 67.95
Highest occupied orbital energy (alpha / beta), eV: -9.5 / -9.2
LUMO energy (alpha / beta), eV: -1.1 / -1.0



Computed, not measured: 2 unconnected molecules or ions with the total composition C5H4F5NO, with ωB97M-V/def2-TZVPD.

The geometry in XYZ format:
```
16
Properties=species:S:1:pos:R:3:forces:R:3:nbo_charge:R:1
C -0.5550 1.8116 0.1069 -1.76 -1.80 -0.22 0.021
C -1.8417 0.9201 0.4306 2.58 1.00 0.50 -0.140
C -0.2526 -0.1221 -0.7065 1.93 -0.06 -0.56 0.373
C 1.5465 -0.5919 1.3579 -1.96 -0.11 1.41 0.545
C 0.4098 -1.1218 -1.6224 0.17 -2.72 1.44 0.936
N 0.2773 1.0780 -0.5938 -0.01 0.42 0.28 -0.434
O -1.4679 -0.3184 -0.2141 -0.33 -0.28 0.61 -0.439
F 1.0465 -1.4080 2.3228 0.62 0.44 -0.97 -0.339
F 1.7373 0.6107 1.8749 0.28 -0.08 -0.25 -0.325
F 0.6281 -2.3851 -0.9995 -0.40 1.57 0.04 -0.362
F -0.3462 -1.4173 -2.6311 -1.75 -0.17 -1.63 -0.299
F 1.5819 -0.8140 -2.1210 0.75 1.16 0.44 -0.291
H -0.2225 2.7071 0.5636 -0.20 0.83 0.23 0.207
H -2.0015 0.8991 1.5167 0.39 -0.82 -0.02 0.204
H -2.7838 1.1444 0.0401 -1.33 1.00 -0.99 0.205
H 2.2436 -0.9926 0.6751 1.01 -0.40 -0.31 0.136
```
Forces are in eV/Å.

Output
Orbital gap (alpha / beta), eV: 8.354 / 8.244
Relative energy (zero: lowest compared OMol25 entry of this formula, charge and spin), kcal per mole: 76.51
Highest occupied orbital energy (alpha / beta), eV: -7.9 / -8.7
LUMO energy (alpha / beta), eV: 0.4 / -0.5